Record 1
Computed, not measured: a 2-piece molecular cluster, C2H6ClNO2 overall at a distorted geometry, with ωB97M-V/def2-TZVPD.

ORCA input file:
```
! RIJCOSX wB97M-V def2-TZVPD def2/J DEFGRID3
* xyz 0 1
C -1.31379 -0.58791 0.22593
C 1.28968 0.11404 0.26958
N 1.47033 1.09733 -0.68935
O -1.37862 -2.03121 0.33658
O 1.72556 0.49333 1.48705
Cl 1.85371 -1.40534 -0.38997
H -1.90009 -0.07233 1.07782
H -1.43774 -0.22837 -0.73694
H 1.13558 2.07576 -0.75285
H 1.45014 0.79572 -1.70888
H -0.66063 -2.37704 -0.23336
H 1.21633 0.36600 2.32753
*
```

Calculated values
E_HOMO (alpha / beta) = -0.2634 / -0.2852 Ha
Electronic energy = -745.0841 Eh
Energy relative to the best compared isomer or geometry (same formula, charge and spin) = 81.78 kcal/mol
HOMO-LUMO gap (alpha / beta) = 0.28679 / 0.30723 hartree

---

Record 2
Computed, not measured: C2H6CsO2 as an isolated structure at a distorted geometry, with ωB97M-V/def2-TZVPD.

ORCA input file:
```
! RIJCOSX wB97M-V def2-TZVPD def2/J DEFGRID3
* xyz 1 1
Cs 14.51944 0.62034 -21.99168
C 17.59009 2.89480 -21.34083
C 17.80967 2.64912 -22.80521
O 16.64347 2.00426 -23.39574
O 17.63012 1.69484 -20.57032
H 16.59046 3.31590 -21.20431
H 18.33357 3.60498 -20.98024
H 18.72799 2.10035 -22.99940
H 17.80471 3.63294 -23.28253
H 16.62153 2.26243 -24.32327
H 18.47733 1.58041 -20.13083
*
```

Calculated values
E_HOMO = -0.5214 Ha
Electronic energy = -250.2170 Eh
Energy relative to the best compared isomer or geometry (same formula, charge and spin) = 0.00 kcal/mol
HOMO-LUMO gap = 0.39552 hartree

---

Record 3
Computed, not measured: a 2-piece molecular cluster, C2H6F2N2O2 overall at a distorted geometry, with ωB97M-V/def2-TZVPD.

ORCA input file:
```
! RIJCOSX wB97M-V def2-TZVPD def2/J DEFGRID3
* xyz 0 1
C 0.59856 -0.94085 -0.06880
C 0.16674 0.81201 -0.20570
N 1.00302 -1.14858 -1.49687
N -1.91237 0.23930 1.17547
O -0.25126 -1.55239 0.53789
O 0.66999 1.73360 0.55107
F 2.00311 -0.59429 0.65782
F -0.05282 1.24058 -1.48968
H 1.97315 -0.92920 -1.67466
H 0.73042 -2.06831 -1.76646
H -2.66004 0.58722 0.53019
H -1.42019 0.80353 1.81173
H -1.52466 -0.75186 1.33872
H 0.67635 2.56923 0.09927
*
```

Calculated values
E_HOMO (alpha / beta) = -0.3505 / -0.3505 Ha
Electronic energy = -539.4172 Eh
Energy relative to the best compared isomer or geometry (same formula, charge and spin) = 91.95 kcal/mol
HOMO-LUMO gap (alpha / beta) = 0.33857 / 0.33859 hartree

---

Record 4
Computed, not measured: C2H6FN in the gas phase at a distorted geometry, with ωB97M-V/def2-TZVPD.

ORCA input file:
```
! RIJCOSX wB97M-V def2-TZVPD def2/J DEFGRID3
* xyz 0 3
C 1.15091 0.22854 0.24138
C -0.16891 -0.50125 0.01819
N -1.24050 0.47732 0.02835
F -2.47142 -0.20531 -0.05808
H 1.11148 0.79276 1.17065
H 1.95940 -0.49446 0.29551
H 1.35312 0.92113 -0.57282
H -0.13096 -1.08054 -0.91351
H -0.35855 -1.18706 0.84788
H -1.20458 1.04887 -1.05756
*
```

Calculated values
E_HOMO (alpha / beta) = -0.1641 / -0.4504 Ha
Electronic energy = -234.1215 Eh
Energy relative to the best compared isomer or geometry (same formula, charge and spin) = 81.26 kcal/mol
HOMO-LUMO gap (alpha / beta) = 0.19662 / 0.37416 hartree

---

Record 5
Computed, not measured: a 2-piece molecular cluster, C2H6FNS overall at a distorted geometry, with ωB97M-V/def2-TZVPD.

ORCA input file:
```
! RIJCOSX wB97M-V def2-TZVPD def2/J DEFGRID3
* xyz 0 1
C 1.19741 1.09828 0.59682
C 0.90024 -0.91235 -0.33551
N 0.60973 0.49877 -0.27980
F -3.41546 1.04297 -0.71008
S -2.53241 0.08286 0.20689
H 1.85871 0.63269 1.28133
H -2.46191 -0.95513 -0.52822
H 1.13572 2.25391 0.59395
H 0.72661 -1.19282 -1.31705
H 1.80070 -1.20109 0.12701
H 0.18066 -1.34808 0.36467
*
```

Calculated values
E_HOMO = -0.3356 Ha
Electronic energy = -632.5079 Eh
SMILES = C=NC.FS
Energy relative to the best compared isomer or geometry (same formula, charge and spin) = 54.43 kcal/mol
HOMO-LUMO gap = 0.35056 hartree

---

Record 6
Computed, not measured: C2H6FNdO2 as an isolated structure at a distorted geometry, with ωB97M-V/def2-TZVPD.

ORCA input file:
```
! RIJCOSX wB97M-V def2-TZVPD def2/J DEFGRID3
* xyz 1 5
C 2.20455 -2.98892 1.08674
O 1.21776 -2.01556 0.81634
C 1.24368 -1.37239 -0.46681
O 0.12874 -0.58106 -0.48976
Nd -0.80704 -0.96906 2.00705
H 2.06441 -3.26733 2.13669
H 2.03387 -3.86599 0.44570
H 3.19963 -2.55030 0.92510
H 1.19225 -2.16983 -1.22788
H 2.18444 -0.79625 -0.52896
H 0.27266 0.90886 -0.17981
F -0.08858 1.70869 0.81015
*
```

Calculated values
E_HOMO (alpha / beta) = -0.4626 / -0.4977 Ha
Electronic energy = -891.2452 Eh
Energy relative to the best compared isomer or geometry (same formula, charge and spin) = 3.49 kcal/mol
HOMO-LUMO gap (alpha / beta) = 0.27054 / 0.30676 hartree

---

Record 7
Computed, not measured: a 2-piece molecular cluster, C2H6FOP overall at a distorted geometry, with ωB97M-V/def2-TZVPD.

ORCA input file:
```
! RIJCOSX wB97M-V def2-TZVPD def2/J DEFGRID3
* xyz 0 1
C -1.49274 0.06652 -0.53165
C -0.28312 -0.77267 -0.65710
O 0.92185 -0.12846 -0.63991
F 2.63567 2.02522 1.19930
P 1.55823 1.03579 1.83798
H -2.26443 -0.61117 -0.49899
H -1.50728 0.72043 0.34370
H -1.62281 0.60713 -1.50903
H -0.35486 -1.43923 -1.53199
H -0.10277 -1.36446 0.14362
H 2.51227 -0.13910 1.84406
*
```

Calculated values
E_HOMO (alpha / beta) = -0.3168 / -0.3190 Ha
Electronic energy = -596.1094 Eh
Energy relative to the best compared isomer or geometry (same formula, charge and spin) = 134.92 kcal/mol
HOMO-LUMO gap (alpha / beta) = 0.23508 / 0.23734 hartree

---

Record 8
Computed, not measured: a 2-piece molecular cluster, C2H6FPS overall at a distorted geometry, with ωB97M-V/def2-TZVPD.

ORCA input file:
```
! RIJCOSX wB97M-V def2-TZVPD def2/J DEFGRID3
* xyz 0 1
C -1.48198 0.26067 0.16151
C 1.49683 0.44217 0.13991
F -0.02988 -1.04158 -2.20234
P 0.10939 -0.74088 0.21142
S -0.27492 -2.35562 1.23175
H -1.51388 0.44412 -0.99065
H -2.38038 -0.09010 0.63710
H -1.25923 1.24355 0.74169
H 2.20474 0.53164 0.97523
H 2.10825 -0.04411 -0.63846
H 1.02107 1.35014 -0.26716
*
```

Calculated values
E_HOMO = -0.3621 Ha
Electronic energy = -919.1422 Eh
Energy relative to the best compared isomer or geometry (same formula, charge and spin) = 65.70 kcal/mol
HOMO-LUMO gap = 0.30911 hartree

---

Record 9
Computed, not measured: C2H6GaO2 as an isolated structure at a distorted geometry, with ωB97M-V/def2-TZVPD.

ORCA input file:
```
! RIJCOSX wB97M-V def2-TZVPD def2/J DEFGRID3
* xyz 2 2
O -2.87677 -0.64296 -2.67959
Ga -2.19454 -0.28106 -1.10617
C 0.38855 -0.40120 0.05578
C 1.27974 0.69999 0.56893
H 0.58609 -0.59583 -1.00451
H 0.60494 -1.23159 0.77445
H 1.25837 1.56648 -0.10482
H 1.03358 0.96466 1.60692
H 2.30439 0.24437 0.52402
O -1.06062 -0.20898 0.22092
H -1.32373 -0.11388 1.14406
*
```

Calculated values
E_HOMO (alpha / beta) = -0.7896 / -0.7896 Ha
Electronic energy = -2154.1456 Eh
Energy relative to the best compared isomer or geometry (same formula, charge and spin) = 20.88 kcal/mol
HOMO-LUMO gap (alpha / beta) = 0.30389 / 0.27303 hartree

---

Record 10
Computed, not measured: a 2-piece molecular cluster, C2H6IN2O overall at a distorted geometry, with ωB97M-V/def2-TZVPD.

ORCA input file:
```
! RIJCOSX wB97M-V def2-TZVPD def2/J DEFGRID3
* xyz 1 1
C -1.43848 -0.54706 -0.04996
C 1.67093 -0.89133 -0.08310
N -2.37316 0.40098 -0.14121
N 2.24313 0.46023 -0.11852
O -0.22037 -0.28708 -0.08601
I -4.45693 0.06373 0.04716
H -1.72070 -1.55717 0.07370
H 1.54512 -1.04460 1.03814
H -1.97193 1.30905 -0.16549
H 2.37656 0.73128 0.84424
H 1.35520 0.73888 -0.62882
H 2.99064 0.62308 -0.73015
*
```

Calculated values
E_HOMO = -0.4896 Ha
Electronic energy = -561.8229 Eh
Energy relative to the best compared isomer or geometry (same formula, charge and spin) = 99.50 kcal/mol
HOMO-LUMO gap = 0.31607 hartree

---

Record 11
Computed, not measured: C2H6INOS in the gas phase at a distorted geometry, with ωB97M-V/def2-TZVPD.

ORCA input file:
```
! RIJCOSX wB97M-V def2-TZVPD def2/J DEFGRID3
* xyz 0 1
C 0.17015 1.09230 0.58644
C 0.21662 -0.03631 -0.39224
N -1.45391 -2.34288 -0.92191
O -1.11197 -1.65348 1.41312
S -1.26300 -1.22070 0.06886
I -3.19839 0.34818 -0.02051
H -0.48339 1.88470 0.55290
H 0.45798 0.67527 1.57940
H 1.25715 1.51612 0.53477
H 0.93741 -0.82063 -0.11512
H 0.24957 0.23348 -1.46334
H -1.86829 -3.19175 -0.56737
*
```

Calculated values
E_HOMO = -0.3435 Ha
Electronic energy = -905.5909 Eh
SMILES = CC[S@@](=N)(=O)I
Energy relative to the best compared isomer or geometry (same formula, charge and spin) = 14.39 kcal/mol
HOMO-LUMO gap = 0.31735 hartree

---

Record 12
Computed, not measured: C2H6INOS as an isolated structure at a distorted geometry, with ωB97M-V/def2-TZVPD.

ORCA input file:
```
! RIJCOSX wB97M-V def2-TZVPD def2/J DEFGRID3
* xyz 0 3
C 0.75236 0.92510 -0.38854
C -0.12646 0.02687 1.05122
N 0.94075 -0.23619 -1.00522
O -1.54352 -1.97735 1.22820
S -1.32459 -0.99292 0.17260
I -2.99392 0.72168 -0.18039
H 0.48065 1.94584 -0.77620
H 1.78027 1.01719 0.03464
H 1.72898 -0.37560 -1.78016
H -0.64642 0.19997 2.02814
H 0.81342 -0.68725 1.27223
H 0.13849 -0.56734 -1.65651
*
```

Calculated values
E_HOMO (alpha / beta) = -0.2261 / -0.3454 Ha
Electronic energy = -905.4319 Eh
Energy relative to the best compared isomer or geometry (same formula, charge and spin) = 38.63 kcal/mol
HOMO-LUMO gap (alpha / beta) = 0.24751 / 0.24092 hartree

---

- Which value of energy relative to the best compared isomer or geometry (same formula, charge and spin) does entry 7 give?
  134.92 kcal/mol